one | {"formula": "C3H3NO2", "method": "the ωB97M-V functional and the def2-TZVPD basis", "smiles": "Oc1ccon1", "spin_multiplicity": 1, "e_lumo_ev": 0.885, "total_charge": 0, "orbital_gap_ev": 10.831, "elements": ["H", "C", "C", "H", "H", "O", "O", "N", "C"], "positions_angstrom": [[2.50, -0.70, -0.13], [-0.30, 0.86, 0.09], [-1.42, 0.11, 0.01], [-0.19, 1.93, 0.17], [-2.48, 0.35, 0.01], [2.04, 0.14, 0.03], [-1.12, -1.19, -0.10], [0.25, -1.34, -0.10], [0.72, -0.12, 0.01]]}

=====

two | {"formula": "C3H3NO2", "method": "the ωB97M-V functional and the def2-TZVPD basis", "spin_multiplicity": 1, "e_lumo_ev": [-0.566, -0.565], "total_charge": 0, "orbital_gap_ev": [8.844, 8.847], "elements": ["H", "O", "H", "O", "N", "C", "C", "C", "H"], "positions_angstrom": [[0.22, 0.41, 0.89], [-1.94, -0.21, -1.56], [2.04, 0.42, -0.14], [0.59, -0.72, -1.03], [-1.80, 1.16, 1.27], [1.37, -0.45, -0.08], [-0.90, 0.63, 0.72], [-1.13, -0.06, -0.77], [1.56, -1.19, 0.71]]}

=====

three | {"formula": "C3H3NO2", "method": "the ωB97M-V functional and the def2-TZVPD basis", "spin_multiplicity": 1, "e_lumo_ev": 0.492, "total_charge": 0, "orbital_gap_ev": 10.322, "elements": ["C", "O", "C", "C", "O", "H", "H", "N", "H"], "positions_angstrom": [[0.05, -0.35, 0.84], [-0.11, -3.35, -2.61], [0.18, 2.11, 0.53], [-0.73, -2.66, -2.01], [-0.59, 2.83, 1.08], [0.94, 2.54, -0.38], [-0.71, -0.81, 0.15], [0.41, 0.83, 0.85], [0.58, -1.13, 1.55]]}

=====

four | {"formula": "C3H3NO2", "method": "the ωB97M-V functional and the def2-TZVPD basis", "spin_multiplicity": 1, "e_lumo_ev": 0.372, "total_charge": 0, "orbital_gap_ev": 9.584, "elements": ["C", "C", "H", "H", "C", "N", "O", "H", "O"], "positions_angstrom": [[-0.57, 0.62, -0.71], [0.01, 0.80, 1.21], [1.44, -0.74, -0.55], [-1.24, -1.35, -1.11], [-0.41, -0.68, -0.98], [-0.42, 1.59, 0.06], [0.83, -1.20, -1.15], [-0.82, 0.44, 1.83], [1.17, 0.50, 1.37]]}

=====

Question: of the structures shown, which is the least stable? Reply: two.